(1)
12
Properties=species:S:1:pos:R:3 method="wB97M-V/def2-TZVPD" spin_multiplicity=1 orbital_gap_ev=11.1 homo_ev=-10.251
O -0.4651 -1.6374 0.1336
C -0.2679 -0.3653 0.8883
C -0.9624 0.8199 0.2687
C 1.0565 0.2676 0.3943
C 0.1238 1.1343 -0.4534
C -0.3835 -1.6008 -1.1539
N -0.3221 -1.5663 -2.3153
H -0.4625 -0.6981 1.9123
H -1.9198 1.3009 0.4517
H 1.8288 -0.4113 0.0070
H 1.4713 0.9426 1.1478
H 0.3029 1.8140 -1.2811

***

(2)
13
Properties=species:S:1:pos:R:3 method="wB97M-V/def2-TZVPD" spin_multiplicity=1 orbital_gap_ev=9.1 homo_ev=-8.726 smiles=Nc1cncnc1S
N -1.5343 -0.2450 -1.4163
C -0.1231 0.0558 -0.9904
C 1.0703 -0.0974 -1.6486
N 2.1729 -0.4894 -0.8375
C 1.9626 -0.5464 0.4633
N 0.8257 -0.1284 1.0909
C -0.1575 0.1584 0.3904
S -1.6332 0.6522 1.3071
H -1.6214 -0.2960 -2.5302
H -2.0114 -0.9888 -0.5417
H 1.2449 0.0773 -2.7155
H 2.8031 -1.1024 1.2823
H -1.0470 0.4931 2.4449

***

(3)
32
Properties=species:S:1:pos:R:3 method="wB97M-V/def2-TZVPD" spin_multiplicity=1 orbital_gap_ev=13.3 homo_ev=-12.959 smiles=FC(F)(F)C1(C(F)(F)F)OC(F)(F)[C@](F)([C@]2(F)OC(C(F)(F)F)(C(F)(F)F)OC2(F)F)O1
F -0.6320 -3.3911 -1.3643
C -1.8648 -2.9577 -0.9165
F -2.3932 -2.0728 -1.7992
F -2.5420 -4.2255 -0.7948
C -1.7940 -2.1363 0.4664
C -2.2987 -3.1417 1.5712
F -3.5935 -3.3697 1.5889
F -1.5444 -4.2599 1.5821
F -2.0249 -2.5616 2.8007
O -2.5582 -0.9675 0.6244
C -1.7555 0.1830 0.5962
F -1.7280 0.8299 -0.5358
F -2.2188 1.1407 1.3907
C -0.3703 -0.3147 1.1229
F -0.3814 -0.1240 2.5410
C 0.8509 0.4370 0.6271
F 1.7158 0.3649 1.6623
O 0.7366 1.8386 0.4491
C 1.7771 2.1355 -0.5567
C 1.2162 2.7878 -1.9085
F 2.1916 2.6744 -2.8784
F 0.1684 2.1161 -2.5609
F 0.9570 4.0689 -1.9504
C 2.8166 3.1492 0.1147
F 3.7764 3.4758 -0.8396
F 3.2917 2.5633 1.2576
F 2.1485 4.2977 0.6492
O 2.4780 0.8985 -0.9625
C 1.4114 -0.1258 -0.5977
F 1.9829 -1.3998 -0.5420
F 0.5921 -0.1829 -1.6502
O -0.4115 -1.7300 0.8128

***

(4)
17
Properties=species:S:1:pos:R:3 method="wB97M-V/def2-TZVPD" spin_multiplicity=2 orbital_gap_ev="5.7 / 5.7" homo_ev="-23.657 / -23.660" charge=+3
H 3.0723 -1.0709 -0.9530
Ga 3.0138 1.5818 0.3894
O 3.2242 -0.4296 0.8318
O 1.3194 -1.5055 0.0113
C 0.1036 -0.7469 0.1469
C 0.3621 0.4816 -0.7141
O 1.8370 0.6054 -0.5722
C 2.3513 -0.6610 -0.1809
H -0.7199 -1.3635 -0.2214
H -0.0430 -0.4859 1.2037
H -0.0687 1.4025 -0.3141
H 0.1721 0.3110 -1.7789
H -2.5494 0.9782 -1.8360
O -3.5377 0.9348 1.1502
C -2.6519 0.2247 -1.0551
C -3.1388 0.5944 0.1149
H -2.5334 -0.8399 -1.2559

***

(5)
15
Properties=species:S:1:pos:R:3 method="wB97M-V/def2-TZVPD" spin_multiplicity=1 orbital_gap_ev=9.7 homo_ev=-8.727 smiles="C=CC1(F)CNC1"
C 2.1146 -0.4064 0.0739
C 1.3357 0.6763 0.0708
C -0.0647 0.5794 -0.2694
F -0.4554 1.8117 -0.7576
C -0.7567 -0.6999 -0.9608
N -1.8731 -0.3505 0.0647
C -1.0782 0.5090 0.9185
H 3.1968 -0.3579 0.0941
H 1.7331 -1.4559 -0.1177
H 1.7973 1.5916 0.3474
H -0.1954 -1.6354 -0.8602
H -0.8973 -0.5197 -2.0005
H -2.6166 -1.2068 0.3387
H -0.6905 -0.0357 1.7610
H -1.5497 1.5004 1.2970

***

(6)
12
Properties=species:S:1:pos:R:3 method="wB97M-V/def2-TZVPD" spin_multiplicity=1 orbital_gap_ev=10.0 homo_ev=-9.205
C -0.1597 -1.2549 -0.0653
C -0.4104 0.2133 -0.1309
C -1.6114 0.7980 -0.1137
Br -3.2140 -0.1580 0.0551
O 0.6829 1.0688 -0.2920
C 1.9088 0.8119 0.1793
O 2.2707 -0.1169 0.8314
H 0.1744 -1.5516 0.9282
H 0.6228 -1.5342 -0.7692
H -1.0712 -1.7988 -0.3048
H -1.7409 1.8648 -0.1924
H 2.5482 1.6577 -0.1256

***

Energy above the lowest of the compared OMol25 structures with the same formula, charge and spin values (in kJ/mol) by entry order: 291.0, 326.8, 50.9, 254.1, 266.6, 0.0.